Record 1
Entry from OMol25: a structure of composition C24H33IrN6O4SeSi2 (the ωB97M-V functional and the def2-TZVPD basis).

Cartesian coordinates (Å):
Ir  -0.356  0.400  -0.217
C  -3.172  0.462  2.022
Si  -1.622  0.485  3.039
C  -1.656  -1.081  4.095
C  -1.750  2.021  4.127
N  -0.181  0.509  2.048
C  1.056  0.493  2.541
C  1.358  0.529  3.939
C  2.636  0.578  4.424
C  3.728  0.592  3.533
C  3.503  0.527  2.186
C  2.192  0.437  1.619
N  1.958  0.306  0.321
Si  3.139  0.347  -0.944
C  4.419  -1.043  -0.804
C  2.318  0.103  -2.598
C  4.042  1.998  -0.985
H  -4.022  0.392  2.710
H  -3.222  -0.379  1.330
H  -3.295  1.365  1.424
H  -2.631  -1.175  4.583
H  -0.883  -1.128  4.863
H  -1.526  -1.946  3.439
H  -2.663  1.967  4.728
H  -1.833  2.897  3.478
H  -0.905  2.180  4.796
H  0.537  0.530  4.640
H  2.806  0.614  5.495
H  4.742  0.652  3.913
H  4.348  0.538  1.510
H  3.941  -2.014  -0.960
H  4.936  -1.078  0.155
H  5.168  -0.916  -1.592
H  1.669  -0.774  -2.600
H  3.085  -0.018  -3.370
H  1.690  0.955  -2.856
H  4.711  2.145  -0.135
H  3.303  2.803  -0.977
H  4.631  2.082  -1.903
N  0.264  3.543  -0.883
C  0.115  2.403  -0.711
H  -2.193  3.594  -0.275
C  -0.813  2.209  -4.149
C  -1.176  0.768  -4.161
N  -0.955  -0.109  -3.217
C  -1.507  -1.290  -3.650
C  -2.080  -1.124  -4.873
N  -1.853  0.197  -5.198
H  -0.043  2.390  -3.403
H  -1.688  2.801  -3.872
H  -0.451  2.528  -5.130
H  -1.471  -2.178  -3.040
H  -2.619  -1.795  -5.520
H  -2.220  0.693  -5.989
O  -3.909  2.940  -2.708
Se  -3.894  2.399  -1.182
O  -5.354  2.255  -0.514
O  -2.910  1.122  -0.959
O  -3.165  3.676  -0.215
N  -1.107  -7.082  0.121
C  -0.970  -5.940  0.045
C  -0.795  -4.520  -0.051
C  -1.901  -3.677  -0.192
C  -1.712  -2.310  -0.300
C  -0.436  -1.710  -0.246
C  0.646  -2.592  -0.100
C  0.485  -3.964  -0.013
H  -2.897  -4.103  -0.231
H  -2.583  -1.680  -0.458
H  1.649  -2.186  -0.038
H  1.345  -4.616  0.094

Values from the calculation:
Kohn-Sham gap (spin up / spin down): 0.2023 / 0.2461 Eh
multiplicity: 5
net charge: -2


Record 2
Entry from OMol25: a structure of composition C27H35ClNO4ReS3Si (the ωB97M-V functional and the def2-TZVPD basis).

Cartesian coordinates (Å):
Re  -0.092  0.162  0.038
C  -1.350  0.023  3.123
C  0.100  -0.252  3.490
S  1.132  -0.742  2.066
C  2.623  0.237  2.278
C  2.475  1.693  1.896
S  1.248  2.084  0.560
C  0.256  3.256  1.553
C  -0.794  2.602  2.417
S  -1.598  1.114  1.678
H  -1.890  -0.892  2.912
H  -1.852  0.509  3.961
H  0.580  0.608  3.954
H  0.131  -1.076  4.202
H  2.953  0.145  3.314
H  3.372  -0.272  1.675
H  2.148  2.272  2.757
H  3.433  2.101  1.575
H  0.974  3.812  2.155
H  -0.178  3.954  0.854
H  -0.387  2.302  3.380
H  -1.601  3.308  2.603
C  2.799  -0.326  -1.217
N  1.454  -0.935  -1.253
C  1.594  -2.368  -0.879
C  0.997  -0.907  -2.673
C  -0.474  -1.111  -2.700
C  -1.082  -1.891  -3.673
C  -2.459  -2.040  -3.682
C  -3.221  -1.406  -2.712
C  -2.609  -0.624  -1.746
C  -1.220  -0.470  -1.704
H  3.443  -0.801  -1.964
H  3.252  -0.477  -0.241
H  2.732  0.738  -1.441
H  2.377  -2.814  -1.497
H  0.652  -2.881  -1.050
H  1.861  -2.469  0.170
H  1.540  -1.668  -3.241
H  1.258  0.069  -3.083
H  -0.474  -2.381  -4.425
H  -2.935  -2.652  -4.436
H  -4.296  -1.523  -2.701
H  -3.228  -0.128  -1.013
O  -1.860  -3.127  2.174
Cl  -2.090  -2.505  0.916
O  -2.310  -3.431  -0.127
O  -3.102  -1.504  1.006
O  -0.765  -1.794  0.602
C  -1.882  6.316  0.106
C  -0.851  6.121  -0.804
C  -0.606  4.855  -1.320
C  -1.380  3.758  -0.933
C  -2.452  3.989  -0.063
C  -2.697  5.249  0.463
Si  -1.179  1.992  -1.564
C  -0.127  2.087  -3.108
C  1.178  2.587  -3.115
C  1.923  2.638  -4.285
C  1.370  2.188  -5.476
C  0.070  1.702  -5.493
C  -0.670  1.654  -4.321
H  -2.069  7.301  0.511
H  -0.241  6.959  -1.117
H  0.197  4.731  -2.036
H  -3.115  3.170  0.201
H  -3.532  5.407  1.135
H  -2.589  1.736  -1.879
H  1.635  2.934  -2.193
H  2.933  3.029  -4.269
H  1.947  2.227  -6.391
H  -0.368  1.360  -6.421
H  -1.680  1.259  -4.346

Values from the calculation:
Kohn-Sham gap (spin up / spin down): 0.3078 / 0.2475 Eh
multiplicity: 2
net charge: +1


It is found that the E_tot values, taken in the order of the records, are -4648.605515; -3427.618953 Ha.
It is found that the ΔE to the lowest compared entry with this formula, charge and spin values, taken in the order of the records, are 16.9; 6.2 kcal per mole.